1.
This record from the Open Molecules 2025 dataset describes a single C4H11N3 molecule in a non-equilibrium geometry. The level of theory is ωB97M-V with the def2-TZVPD basis set.

Results
- highest occupied orbital energy (eV) = -9.039
- largest force on an atom (eV/A) = 1.32
- multiplicity = 1
- SMILES = [H]/N=N/[C@H](C)[C@H](C)N
- lowest unoccupied orbital energy (Ha) = 0.030

Each line ends with the natural charge from an NBO analysis.
Geometry (Å):
H1 -2.61 -2.40 -0.36  0.318
N1 -1.87 -1.82 -0.76  -0.348
N2 -1.01 -1.53 0.09  -0.106
C1 0.10 -0.70 -0.45  -0.121
C2 1.39 -1.23 0.16  -0.613
C3 -0.18 0.83 -0.23  -0.044
C4 0.91 1.60 0.51  -0.613
N3 -1.45 1.11 0.46  -0.836
H2 0.17 -0.86 -1.54  0.197
H3 1.49 -2.31 -0.04  0.218
H4 2.27 -0.74 -0.27  0.215
H5 1.41 -1.11 1.24  0.218
H6 -0.26 1.27 -1.23  0.169
H7 1.88 1.51 0.00  0.203
H8 0.68 2.67 0.55  0.213
H9 1.03 1.26 1.54  0.215
H10 -2.13 0.42 0.15  0.358
H11 -1.81 2.02 0.17  0.357

---

2.
This record from the Open Molecules 2025 dataset describes a single C4H11N3 molecule in a non-equilibrium geometry. The level of theory is ωB97M-V with the def2-TZVPD basis set.

Results
- highest occupied orbital energy (eV) = -7.845
- largest force on an atom (eV/A) = 4.28
- multiplicity = 1
- SMILES = N/C=N\CCCN
- lowest unoccupied orbital energy (Ha) = 0.028

Each line ends with the natural charge from an NBO analysis.
Geometry (Å):
N1 -0.12 -1.12 1.86  -0.809
C1 -0.88 -1.77 0.86  0.371
N2 -0.74 -1.59 -0.43  -0.605
C2 -1.20 -0.23 -0.99  -0.221
C3 0.01 0.45 -1.44  -0.437
C4 1.10 0.66 -0.43  -0.234
N3 0.92 1.68 0.70  -0.866
H1 -0.17 -0.13 1.69  0.386
H2 -0.74 -1.09 2.69  0.353
H3 -1.57 -2.47 1.28  0.141
H4 -1.76 -0.56 -1.90  0.210
H5 -1.86 0.27 -0.34  0.191
H6 -0.21 1.41 -1.98  0.200
H7 0.53 -0.19 -2.19  0.222
H8 2.11 0.96 -0.88  0.173
H9 1.53 -0.23 -0.08  0.207
H10 1.34 2.60 0.24  0.362
H11 1.70 1.34 1.36  0.357

---

3.
This record from the Open Molecules 2025 dataset describes 2 unconnected molecules or ions with the total composition C4H11N3 in a non-equilibrium geometry. The level of theory is ωB97M-V with the def2-TZVPD basis set.

Results
- highest occupied orbital energy (alpha / beta) (eV) = -6.370 / -6.371
- largest force on an atom (eV/A) = 1.51
- multiplicity = 1
- lowest unoccupied orbital energy (alpha / beta) (Ha) = 0.015 / 0.015

Each line ends with the natural charge from an NBO analysis.
Geometry (Å):
C1 1.26 -0.03 0.15  0.518
C2 -2.60 -0.02 0.21  -0.654
C3 -0.14 0.19 -0.29  0.055
N1 1.63 0.47 1.36  -0.816
N2 2.19 -0.11 -0.84  -0.798
N3 -0.29 0.59 -1.62  -0.823
C4 -1.15 -0.11 0.55  -0.193
H1 1.74 -1.93 0.85  -0.555
H2 0.87 0.71 1.97  0.393
H3 3.07 -0.48 -0.51  0.403
H4 2.33 -0.14 1.79  0.418
H5 1.86 -0.60 -1.66  0.402
H6 0.32 1.34 -1.91  0.388
H7 -1.24 0.71 -1.93  0.386
H8 -0.89 -0.56 1.50  0.218
H9 -3.21 0.08 1.11  0.227
H10 -2.83 0.83 -0.44  0.205
H11 -2.94 -0.93 -0.31  0.226